C31H57N2OP2PdS | wB97M-V/def2-TZVPD

ORCA input file:
```
! RIJCOSX wB97M-V def2-TZVPD def2/J DEFGRID3
* xyz 3 5
C -2.52 1.30 -1.33
C -2.40 -1.02 -1.06
C -3.57 1.18 -2.24
C -3.57 -1.17 -1.85
C -4.16 -0.07 -2.43
H -3.87 2.08 -2.77
H -3.96 -2.18 -1.98
H -5.05 -0.15 -3.05
N -2.08 0.25 -0.63
P -0.83 2.73 0.39
P -0.21 -2.54 0.21
C -1.73 2.59 -1.21
H -0.99 2.62 -2.03
H -2.40 3.44 -1.38
C -1.56 -2.15 -0.85
H -2.03 -3.05 -1.25
C 0.57 -3.89 -1.02
C -0.55 -3.50 1.88
C 0.77 3.71 0.07
C -2.11 3.69 1.38
C 2.06 -3.57 -0.93
H 2.50 -3.88 0.03
H 2.60 -4.08 -1.74
H 2.22 -2.49 -1.03
C 0.30 -5.36 -0.72
H 0.62 -5.70 0.27
H -0.76 -5.61 -0.86
H 0.88 -5.94 -1.45
C 0.06 -3.68 -2.46
H 0.74 -4.16 -3.17
H -0.92 -4.13 -2.62
H 0.01 -2.62 -2.71
C 0.78 -4.14 2.34
H 1.53 -3.35 2.53
H 0.61 -4.67 3.29
H 1.21 -4.85 1.64
C -0.99 -2.56 3.01
H -0.21 -1.82 3.23
H -1.93 -2.05 2.79
H -1.14 -3.16 3.92
C -1.71 -4.49 1.66
H -1.48 -5.29 0.95
H -1.95 -4.95 2.63
H -2.60 -3.95 1.32
C -1.52 3.98 2.77
H -2.27 4.54 3.34
H -1.30 3.06 3.31
H -0.61 4.59 2.71
C -3.36 2.79 1.53
H -3.86 2.61 0.57
H -3.11 1.83 1.99
H -4.07 3.31 2.19
C -2.58 5.00 0.73
H -3.36 5.43 1.38
H -1.79 5.75 0.64
H -3.04 4.85 -0.26
C 1.27 3.39 -1.34
H 0.66 3.85 -2.12
H 2.29 3.78 -1.47
H 1.30 2.30 -1.51
C 1.80 3.22 1.10
H 1.95 2.14 1.03
H 2.77 3.71 0.89
H 1.51 3.46 2.13
C 0.60 5.23 0.20
H -0.12 5.63 -0.53
H 0.32 5.55 1.21
H 1.57 5.70 -0.03
Pd -0.27 0.42 0.76
C -1.04 0.58 2.45
O -1.44 0.62 3.55
N 0.55 -0.10 -0.98
C 0.94 -0.68 -1.94
C 2.02 -0.56 -3.08
C 1.76 -1.60 -4.16
C 1.95 0.83 -3.71
C 3.41 -0.78 -2.48
H 1.94 -2.61 -3.78
H 0.73 -1.51 -4.54
H 2.44 -1.46 -5.02
H 2.40 1.60 -3.06
H 2.52 0.84 -4.64
H 0.92 1.11 -3.93
H 4.20 -0.48 -3.18
H 3.53 -0.19 -1.56
H 3.58 -1.83 -2.24
C 1.91 0.81 4.34
S 1.79 -0.24 2.86
C 3.53 -0.21 2.38
H 0.91 1.11 4.65
H 2.52 1.69 4.12
H 2.37 0.21 5.13
H 3.96 0.79 2.54
H 4.06 -0.96 2.98
H 3.59 -0.48 1.31
*
```

The total energy is -70962.8838 eV. Its orbital gap (alpha / beta) is 7.5 / 5.2 eV. As for the energy above the lowest of the compared OMol25 structures with the same formula, charge and spin: 5.2 kcal per mole. For the largest force on an atom, the calculation gives 6.9 eV/A.

Atom charges from the Mulliken analysis, given in e for atoms 1 to 4: -0.17, -0.05, -0.76, -1.19

C31H57N4O17P2 | wB97M-V/def2-TZVPD

ORCA input file:
```
! RIJCOSX wB97M-V def2-TZVPD def2/J DEFGRID3
* xyz 1 1
C 4.99 -1.27 1.70
C 3.90 -2.29 1.14
C 2.59 -2.15 2.04
C 1.32 -2.59 1.16
O 0.43 -1.49 0.97
N -0.90 -1.66 1.41
C -0.78 -1.77 2.90
C -1.99 -1.29 3.77
C -1.90 0.20 4.27
C -0.59 0.56 5.10
C 0.40 1.37 4.15
O 0.86 2.60 4.74
C 0.88 3.61 3.72
C -1.35 -0.25 0.98
C -1.64 -0.32 -0.57
C -0.92 0.69 -1.55
C 0.24 1.55 -0.90
C 1.69 0.84 -0.98
C 2.81 1.76 -1.68
O 3.82 2.15 -0.72
C -1.58 -1.88 -0.86
N -2.51 -2.35 -1.95
C -1.77 -2.71 -2.89
O -1.05 -2.86 -3.77
C -1.80 -2.52 0.62
P -1.43 -4.36 0.33
N -1.41 -5.27 1.62
P -3.69 -2.56 0.76
N -4.40 -1.03 1.15
O -3.97 -3.51 2.15
H 5.24 -1.63 2.74
H 4.58 -0.23 1.77
H 5.95 -1.28 1.11
H 3.69 -2.06 0.06
H 4.35 -3.31 1.22
H 2.72 -2.83 2.91
H 2.41 -1.07 2.30
H 1.75 -2.89 0.16
H 0.94 -3.54 1.62
H 0.14 -1.26 3.31
H -0.62 -2.86 3.16
H -1.99 -1.94 4.69
H -3.00 -1.43 3.31
H -2.03 0.98 3.48
H -2.77 0.34 4.98
H -0.88 1.19 5.98
H -0.08 -0.39 5.41
H -0.06 1.64 3.16
H 1.26 0.67 3.90
H -0.14 3.95 3.40
H 1.40 4.50 4.18
H 1.45 3.33 2.80
H -2.19 0.23 1.53
H -0.47 0.35 1.34
H -2.72 0.03 -0.61
H -1.67 1.42 -1.96
H -0.45 0.11 -2.40
H 0.34 2.47 -1.55
H 0.01 1.94 0.13
H 2.04 0.46 0.01
H 1.56 -0.05 -1.68
H 3.30 1.22 -2.54
H 2.41 2.71 -2.10
H 4.18 1.31 -0.37
H -0.55 -2.09 -1.25
H -0.18 -4.46 -0.36
H -2.47 -4.81 -0.57
H -1.61 -4.68 2.43
H -4.85 -1.07 2.07
H -5.07 -0.80 0.41
H -4.61 -4.18 1.82
C 1.57 0.85 -6.93
C 2.88 0.89 -6.21
O 2.60 1.72 -5.08
C 1.27 1.66 -4.86
O 0.73 2.11 -3.89
O 0.62 1.03 -5.87
H 1.40 -0.10 -7.44
H 1.45 1.67 -7.64
H 3.20 -0.10 -5.85
H 3.68 1.31 -6.82
C -3.12 5.38 -0.17
C -3.28 4.08 -0.92
O -2.48 3.18 -0.15
C -2.39 3.68 1.11
O -1.94 3.09 2.04
O -2.89 4.94 1.17
H -4.00 6.00 -0.23
H -2.25 5.95 -0.51
H -4.31 3.73 -0.92
H -2.92 4.15 -1.94
C -3.86 -4.31 -6.33
C -4.06 -2.93 -5.79
O -4.58 -2.22 -6.90
C -5.15 -3.13 -7.74
O -5.82 -2.86 -8.68
O -4.85 -4.41 -7.35
H -4.00 -5.09 -5.58
H -2.87 -4.44 -6.79
H -4.80 -2.90 -4.98
H -3.14 -2.48 -5.43
C 4.80 3.75 3.80
C 5.10 2.61 4.74
O 5.33 1.52 3.85
C 5.72 2.04 2.66
O 6.15 1.40 1.75
O 5.55 3.39 2.63
H 5.13 4.71 4.19
H 3.75 3.81 3.54
H 5.99 2.78 5.34
H 4.26 2.40 5.41
*
```

The total energy is -92404.4903 eV. Its orbital gap is 9.4 eV. For the largest force on an atom, the calculation gives 3.2 eV/A.

Atom charges from the Mulliken analysis, given in e for atoms 1 to 4: -0.92, -0.53, -0.07, -0.89

C31H58BCl36NO7 | wB97M-V/def2-TZVPD

ORCA input file:
```
! RIJCOSX wB97M-V def2-TZVPD def2/J DEFGRID3
* xyz 0 1
C -4.31 -2.93 -2.60
C -3.01 -3.66 -2.16
C -1.72 -3.03 -2.73
C -1.03 -2.10 -1.72
O -0.41 -1.04 -2.47
C 0.15 -0.10 -1.64
O 1.04 0.67 -2.50
C 1.37 1.74 -1.73
O 2.44 2.35 -1.75
O 0.31 2.03 -0.91
C -0.74 1.04 -1.08
B -1.26 0.74 0.42
O -0.49 -0.17 1.13
C -2.49 1.40 1.12
C -2.29 1.64 2.64
N -1.64 1.61 -2.10
C -1.59 3.08 -2.12
C -1.03 3.66 -3.40
O -1.95 3.79 -1.19
C -2.97 1.06 -2.12
C -4.20 1.88 -1.74
O -3.12 -0.12 -2.51
H -4.18 -2.40 -3.54
H -5.10 -3.67 -2.76
H -4.64 -2.23 -1.83
H -3.09 -4.68 -2.53
H -2.99 -3.72 -1.07
H -1.03 -3.76 -3.16
H -2.01 -2.37 -3.55
H -0.30 -2.64 -1.10
H -1.83 -1.65 -1.12
H 0.82 -0.57 -0.92
H -0.88 -1.06 1.13
H -3.32 0.69 1.01
H -2.79 2.34 0.66
H -3.21 1.46 3.19
H -1.52 1.00 3.07
H -2.02 2.69 2.77
H -1.74 4.35 -3.86
H -0.07 4.14 -3.20
H -0.83 2.87 -4.12
H -4.69 2.20 -2.66
H -4.00 2.75 -1.13
H -4.89 1.20 -1.24
C -0.21 6.50 -1.26
Cl 0.39 7.58 0.01
Cl -1.77 7.03 -1.91
H 0.51 6.47 -2.07
H -0.34 5.51 -0.84
C -1.03 -5.87 -0.11
Cl 0.30 -6.90 -0.66
Cl -0.46 -4.34 0.55
H -1.68 -5.66 -0.96
H -1.59 -6.40 0.65
C -1.96 -10.15 -0.61
Cl -1.46 -9.21 0.80
Cl -3.72 -10.29 -0.72
H -1.59 -9.66 -1.50
H -1.54 -11.15 -0.52
C 0.26 8.22 -4.88
Cl -1.35 7.93 -5.52
Cl 1.28 6.78 -4.96
H 0.73 9.01 -5.46
H 0.17 8.52 -3.84
C 1.37 2.29 3.81
Cl 2.53 0.99 4.08
Cl -0.04 2.14 4.86
H 1.85 3.23 4.03
H 1.05 2.26 2.78
C 4.06 -5.12 -0.66
Cl 4.08 -6.41 0.56
Cl 3.32 -5.67 -2.17
H 3.50 -4.28 -0.27
H 5.08 -4.82 -0.86
C -1.90 -1.95 4.44
Cl -2.25 -2.16 2.72
Cl -0.29 -1.26 4.70
H -2.64 -1.28 4.85
H -1.94 -2.91 4.92
C -6.33 2.90 2.71
Cl -5.95 1.35 1.95
Cl -5.48 4.25 1.95
H -7.39 3.07 2.62
H -6.04 2.86 3.76
C 1.79 4.53 6.81
Cl 3.33 3.84 6.26
Cl 1.89 5.08 8.49
H 1.55 5.38 6.18
H 1.02 3.77 6.73
C 2.06 -2.46 -4.44
Cl 3.73 -3.02 -4.63
Cl 0.92 -3.55 -5.23
H 1.83 -2.42 -3.38
H 1.98 -1.47 -4.88
C -1.09 6.43 3.03
Cl -2.42 5.46 3.66
Cl 0.48 6.01 3.75
H -1.02 6.29 1.96
H -1.29 7.47 3.26
C 5.38 0.36 -1.51
Cl 4.39 -0.95 -2.17
Cl 6.83 0.62 -2.49
H 4.80 1.27 -1.51
H 5.69 0.10 -0.51
C -2.34 -4.22 -7.18
Cl -1.20 -5.50 -6.77
Cl -3.09 -3.50 -5.74
H -1.81 -3.44 -7.72
H -3.12 -4.64 -7.80
C 3.74 8.44 6.91
Cl 5.40 7.85 6.81
Cl 2.62 7.45 5.97
H 3.42 8.42 7.95
H 3.70 9.46 6.53
C -2.33 -6.41 3.72
Cl -0.89 -5.41 3.93
Cl -3.60 -5.56 2.83
H -2.06 -7.30 3.16
H -2.71 -6.68 4.70
C 7.22 2.26 -6.06
Cl 8.73 3.14 -5.82
Cl 6.01 3.24 -6.90
H 7.42 1.38 -6.66
H 6.82 1.97 -5.10
C 5.82 -8.52 -2.04
Cl 4.83 -9.85 -2.64
Cl 7.26 -8.28 -3.05
H 5.23 -7.61 -2.06
H 6.13 -8.74 -1.03
C 1.79 1.22 8.99
Cl 1.81 -0.09 10.18
Cl 1.05 0.72 7.46
H 1.23 2.05 9.39
H 2.81 1.52 8.79
*
```

The total energy is -500395.0858 eV. Its orbital gap is 9.9 eV. For the largest force on an atom, the calculation gives 4.0 eV/A.

Atom charges from the Mulliken analysis, given in e for atoms 1 to 4: -1.27, -0.65, -0.23, -0.03

C31H58Br4N2O19 | wB97M-V/def2-TZVPD

ORCA input file:
```
! RIJCOSX wB97M-V def2-TZVPD def2/J DEFGRID3
* xyz 0 1
C -21.76 -5.29 15.24
O -22.20 -4.53 16.33
C -21.17 -4.07 17.19
C -21.76 -3.18 18.24
N -22.16 -3.81 19.47
C -22.94 -3.03 20.39
C -22.28 -1.74 20.85
O -23.20 -0.89 21.52
C -23.63 -1.39 22.76
H -22.57 -5.24 14.51
H -21.59 -6.34 15.54
H -20.84 -4.93 14.78
H -20.44 -3.55 16.56
H -20.65 -4.96 17.59
H -22.51 -2.52 17.78
H -20.98 -2.43 18.49
H -22.39 -4.79 19.39
H -23.10 -3.68 21.26
H -23.97 -2.81 20.04
H -22.01 -1.14 19.98
H -21.42 -1.90 21.50
H -22.79 -1.47 23.46
H -24.12 -2.37 22.68
H -24.37 -0.74 23.22
C -15.86 -6.84 9.45
O -14.88 -6.70 10.45
C -14.26 -7.92 10.79
C -13.39 -7.72 12.00
N -12.43 -6.70 11.77
C -11.65 -6.18 12.86
C -11.44 -4.68 12.68
O -12.60 -3.87 12.61
C -13.24 -3.76 13.84
H -16.69 -7.49 9.74
H -15.39 -7.16 8.52
H -16.34 -5.87 9.29
H -13.63 -8.23 9.94
H -15.03 -8.68 10.99
H -12.92 -8.71 12.16
H -14.00 -7.59 12.91
H -12.74 -5.97 11.16
H -10.61 -6.52 12.85
H -12.05 -6.43 13.85
H -10.93 -4.55 11.71
H -10.75 -4.25 13.42
H -13.53 -4.70 14.32
H -14.15 -3.16 13.73
H -12.63 -3.22 14.58
Br -18.67 -0.86 16.85
C -17.02 -1.59 16.11
C -17.27 -2.86 15.31
Br -17.56 -4.30 16.58
H -16.41 -1.81 16.98
H -16.51 -0.79 15.58
H -16.49 -3.13 14.60
H -18.19 -2.67 14.77
Br -19.04 3.94 15.15
C -19.83 2.46 16.16
C -20.77 3.05 17.19
Br -19.78 3.71 18.72
H -19.03 1.85 16.56
H -20.39 1.85 15.45
H -21.49 2.32 17.56
H -21.31 3.89 16.76
C -17.45 -7.04 14.45
C -17.12 -7.76 13.15
O -17.49 -6.77 12.18
C -18.47 -6.03 12.73
O -19.12 -5.21 12.15
O -18.57 -6.26 14.05
H -16.60 -6.41 14.71
H -17.65 -7.71 15.28
H -17.73 -8.64 12.95
H -16.06 -7.98 13.10
C -20.93 -2.63 13.10
C -21.63 -2.31 11.80
O -21.38 -0.91 11.67
C -20.24 -0.62 12.36
O -19.73 0.45 12.39
O -19.77 -1.74 12.95
H -20.54 -3.63 13.17
H -21.47 -2.32 14.00
H -22.70 -2.46 11.91
H -21.30 -2.89 10.95
C -13.75 -4.24 18.05
C -13.05 -3.30 19.05
O -13.11 -4.01 20.28
C -13.73 -5.19 20.11
O -13.85 -6.04 20.94
O -14.24 -5.31 18.85
H -13.03 -4.56 17.29
H -14.60 -3.74 17.58
H -13.61 -2.38 19.13
H -12.02 -3.06 18.77
C -18.84 -3.50 20.98
C -18.33 -4.40 19.85
O -16.99 -3.92 19.65
C -16.78 -2.79 20.34
O -15.77 -2.15 20.32
O -17.91 -2.40 20.97
H -18.74 -3.99 21.95
H -19.84 -3.11 20.84
H -19.01 -4.40 19.00
H -18.20 -5.44 20.16
C -14.56 0.18 18.80
C -13.98 1.54 18.39
O -13.79 1.37 16.97
C -13.59 0.06 16.74
O -13.16 -0.42 15.74
O -14.02 -0.68 17.79
H -15.65 0.14 18.91
H -14.15 -0.15 19.75
H -13.04 1.69 18.90
H -14.72 2.33 18.50
*
```

The total energy is -355137.6779 eV. Its orbital gap is 8.9 eV. As for the energy above the lowest of the compared OMol25 structures with the same formula, charge and spin: 0.0 kcal per mole. For the largest force on an atom, the calculation gives 1.6 eV/A. As for the structure (SMILES): COCCNCCOC.COCCNCCOC.O=C1OCCO1.O=C1OCCO1.O=C1OCCO1.O=C1OCCO1.O=C1OCCO1.BrCCBr.BrCCBr.

Atom charges from the Mulliken analysis, given in e for atoms 1 to 4: -0.29, -0.47, 0.44, -0.78